Entry 1:
Below is a structure of composition C36H44Cl5IN2O5Si4Sn, with properties calculated with ωB97M-V/def2-TZVPD.

Geometry (Å):
Sn -0.78436 -0.90775 0.77649
C 3.17655 -1.58987 3.61587
C 2.56334 -0.29902 4.07350
N 3.19163 0.43437 4.95896
C 2.63711 1.61881 5.33529
C 1.44004 2.07461 4.86044
C 0.98427 3.43071 5.30559
O -0.21924 3.33317 6.09351
C 0.71387 1.29221 3.92370
C -0.58058 1.76816 3.45714
N -1.40692 1.10898 2.74760
C -2.57288 1.75286 2.30132
C -2.56885 3.08421 1.86976
C -3.71041 3.68591 1.36466
C -4.89731 2.97142 1.27229
C -4.92781 1.64615 1.68777
C -3.78088 1.04882 2.19078
I -3.88471 -0.93818 2.83496
C 1.29777 0.08414 3.45947
O 0.81273 -0.66687 2.54797
H 4.11132 -1.76340 4.14957
H 3.35992 -1.54779 2.53940
H 2.48778 -2.42695 3.76875
H 3.20356 2.20678 6.05142
H 0.81404 4.06697 4.43350
H 1.78176 3.88183 5.89581
H -0.47794 4.22175 6.35276
H -0.87846 2.76309 3.80843
H -1.62806 3.62219 1.87969
H -3.66473 4.70942 1.01052
H -5.79059 3.42948 0.86456
H -5.84105 1.06948 1.61112
Cl -4.53831 -7.57728 1.14562
C -3.45027 -6.28534 0.73215
C -2.57850 -5.75364 1.68591
Cl -2.57197 -6.41384 3.29304
C -1.71973 -4.71177 1.36462
Cl -0.63926 -4.04837 2.54542
C -1.67109 -4.12830 0.05567
O -0.87333 -3.19028 -0.25548
C -2.58614 -4.69899 -0.88541
Cl -2.57953 -4.00982 -2.47185
C -3.44009 -5.74194 -0.55732
Cl -4.51792 -6.38690 -1.75754
O -2.65296 -0.22837 -0.91191
C -2.22683 0.95337 -0.92999
O -1.31800 1.40387 -0.16505
C -2.81603 1.91951 -1.94877
C -2.66034 3.29079 -1.78581
C -3.15487 4.17263 -2.74024
C -3.79444 3.68325 -3.87457
C -3.95262 2.31019 -4.04121
C -3.47054 1.43103 -3.07577
H -2.12970 3.64687 -0.90951
H -3.03434 5.24281 -2.60779
H -4.15801 4.36927 -4.63243
H -4.44983 1.92363 -4.92443
H -3.57846 0.35768 -3.17939
C 2.97899 -3.46796 0.26912
Si 2.59295 -2.59959 -1.35821
C 4.26200 -2.48914 -2.22966
C 1.59809 -3.85199 -2.34490
Si 1.35457 -0.67571 -0.98001
Si 0.74164 -0.13434 -3.15333
C -0.73541 -1.14687 -3.72112
C 0.25290 1.67407 -3.37156
C 2.07527 -0.40862 -4.46507
Si 2.85330 1.05170 -0.61726
C 3.87140 0.95614 0.96258
C 1.82923 2.63052 -0.42467
C 4.13899 1.45612 -1.93859
H 3.23325 -4.52231 0.09682
H 2.10219 -3.43211 0.93230
H 3.81524 -2.99098 0.79686
H 4.74500 -3.47433 -2.20014
H 4.92929 -1.76314 -1.73844
H 4.16071 -2.18096 -3.28083
H 2.21086 -4.71521 -2.63723
H 1.17016 -3.40870 -3.25392
H 0.75483 -4.19831 -1.73280
H -1.53284 -1.10491 -2.96319
H -0.47627 -2.20529 -3.84529
H -1.13372 -0.77004 -4.67219
H -0.25418 2.05779 -2.47638
H -0.42754 1.79992 -4.22295
H 1.14090 2.30086 -3.53743
H 2.38717 -1.46385 -4.50889
H 2.97269 0.18598 -4.24374
H 1.70322 -0.11667 -5.45686
H 3.22299 0.97741 1.85010
H 4.55545 1.81174 1.01819
H 4.47143 0.03556 1.01890
H 0.85577 2.39388 0.03117
H 1.61874 3.09600 -1.39642
H 2.33793 3.36854 0.21215
H 4.85888 0.63359 -2.06290
H 4.69048 2.35796 -1.64672
H 3.67567 1.63748 -2.91807

Results
frontier orbital gap	5.5233	eV
energy relative to the best compared isomer or geometry (same formula, charge and spin)	97.54	kJ/mol
charge	-2

Entry 2:
Below is a structure of composition C36H44Ge2IrN4O6S, with properties calculated with ωB97M-V/def2-TZVPD.

Geometry (Å):
Ir 0.05732 0.05962 0.48978
C -3.72286 5.26712 0.22116
C -2.31756 4.70595 0.46449
Ge -2.04778 2.99801 -0.43855
C -1.42088 3.08848 -2.27577
C -2.45445 3.72070 -3.21179
C -3.55977 1.85780 -0.11600
C -3.73336 0.53135 0.00986
Ge -2.25686 -0.82391 0.08381
C -2.45267 -2.05825 1.66231
C -2.69980 -3.54630 1.40939
C -2.37584 -1.63078 -1.72525
C -3.35383 -2.79584 -1.89772
C -5.13205 -0.00175 -0.06318
C -6.14490 0.71497 -0.71086
C -7.43614 0.22413 -0.79128
C -7.75508 -1.00649 -0.23412
C -6.76266 -1.74375 0.38888
C -5.46861 -1.24869 0.46438
H -3.82413 6.25130 0.67806
H -4.49502 4.62869 0.65045
H -3.94105 5.38177 -0.84211
H -2.15270 4.56807 1.53580
H -1.55204 5.40514 0.12902
H -1.18199 2.07076 -2.59584
H -0.48753 3.65600 -2.28301
H -3.39714 3.17021 -3.19850
H -2.09669 3.72948 -4.24101
H -2.66779 4.75416 -2.93411
H -4.46838 2.45855 -0.16007
H -3.23695 -1.64817 2.30631
H -1.51805 -1.95942 2.21605
H -3.70088 -3.75134 1.02541
H -2.58208 -4.12578 2.32717
H -1.99000 -3.94579 0.68026
H -1.37898 -1.91469 -2.05318
H -2.69164 -0.80261 -2.36791
H -3.15035 -3.61013 -1.20335
H -3.28928 -3.20430 -2.90805
H -4.38632 -2.47950 -1.73980
H -5.92133 1.65555 -1.19627
H -8.19452 0.79885 -1.30659
H -8.76384 -1.39135 -0.30111
H -6.98903 -2.71153 0.81689
H -4.71973 -1.85043 0.95290
N -0.15718 0.77750 2.40492
N 0.43053 2.06834 2.42502
C 0.18413 2.83721 1.30088
O 0.54570 3.96402 1.14827
O -0.58047 2.13212 0.42279
H -1.10665 0.80240 2.77364
H 0.41247 0.13510 2.95216
H 0.64859 2.52459 3.29704
N 2.11787 0.94062 0.13468
S 3.37068 0.62947 1.06357
C 4.12209 2.14509 1.61482
C 4.54269 3.10191 0.69930
C 5.07318 4.29104 1.16593
C 5.19128 4.50995 2.53452
C 4.78103 3.54433 3.43999
C 4.23718 2.35174 2.98052
C 4.67508 -0.03653 0.02408
C 5.97279 -0.13077 0.50982
C 6.93789 -0.74319 -0.27208
C 6.60350 -1.25688 -1.51989
C 5.30242 -1.16145 -1.98781
C 4.32391 -0.55209 -1.21219
H 2.23884 1.77346 -0.43524
H 4.46935 2.91250 -0.36543
H 5.40237 5.04619 0.46544
H 5.61173 5.43932 2.89439
H 4.88525 3.71544 4.50275
H 3.91572 1.58646 3.67648
H 6.23369 0.27797 1.47841
H 7.95411 -0.81800 0.09058
H 7.36301 -1.73035 -2.12723
H 5.04296 -1.56104 -2.95920
H 3.30003 -0.47497 -1.55701
O 0.63564 -1.39275 -1.03994
C 1.09717 -2.11251 -0.11584
O 0.92463 -1.64149 1.07715
C 1.80717 -3.37732 -0.35626
C 2.21662 -4.15238 0.72429
C 2.90006 -5.33444 0.49955
C 3.15510 -5.70197 -0.80914
C 2.75651 -4.94889 -1.89918
C 2.06914 -3.77152 -1.66452
N 3.89034 -6.96486 -1.05661
O 4.20164 -7.62352 -0.08835
O 4.16471 -7.22978 -2.20713
H 1.99936 -3.82589 1.73176
H 3.23339 -5.96689 1.30817
H 2.98454 -5.28849 -2.89787
H 1.73349 -3.15473 -2.48695

Results
frontier orbital gap	7.6603	eV
energy relative to the best compared isomer or geometry (same formula, charge and spin)	104.33	kJ/mol
charge	+1

Entry 3:
Below is a structure of composition C36H44N4ReSbSe4, with properties calculated with ωB97M-V/def2-TZVPD.

Geometry (Å):
Re -0.10433 -0.36167 -0.57501
C 5.18963 -2.28660 2.32952
C 4.80047 -2.79849 0.93721
C 3.88508 -1.86430 0.21099
C 4.19984 -0.92378 -0.70682
C 5.54710 -0.55306 -1.24066
C 6.15419 0.66487 -0.53319
C 2.95318 -0.24450 -1.05112
N 1.89949 -0.81886 -0.38621
C 2.44717 -1.76576 0.44169
C 1.75132 -2.44763 1.40316
C 0.41438 -2.27121 1.76035
C -0.27831 -3.05669 2.73352
C 0.33011 -4.15090 3.55257
C 1.06028 -3.62093 4.79004
C -1.57730 -2.63985 2.73219
C -1.67631 -1.60247 1.75150
C -2.85614 -0.97005 1.38855
C -3.01649 -0.01485 0.41692
N -2.01173 0.42776 -0.38656
C -2.53635 1.47373 -1.10719
C -1.79718 2.30101 -1.91215
C -0.42020 2.26757 -2.11195
N 0.44108 1.33923 -1.57301
C 1.68793 1.60158 -2.09393
C 2.84342 0.85904 -1.85517
C 1.61626 2.74368 -2.94964
C 0.30835 3.15776 -2.95965
C -0.28261 4.32793 -3.68481
C -0.46663 5.54935 -2.77783
C 2.78323 3.36160 -3.65651
C 3.61556 4.26834 -2.74404
C -3.95376 1.62869 -0.80517
C -4.25107 0.70571 0.13751
C -5.55331 0.46929 0.83434
C -5.62797 1.14893 2.20698
C -4.84469 2.67171 -1.40142
C -4.68221 4.04350 -0.73403
N -0.43742 -1.36829 1.19147
C -2.73821 -3.22403 3.47791
C -3.49214 -4.26411 2.64069
H 5.84357 -2.99843 2.83768
H 4.30433 -2.13080 2.94762
H 5.71280 -1.33172 2.25433
H 4.32098 -3.77625 1.02982
H 5.70434 -2.95133 0.34436
H 5.47366 -0.35064 -2.31278
H 6.22391 -1.40320 -1.13333
H 5.49858 1.53279 -0.62092
H 7.12597 0.92266 -0.96011
H 6.28926 0.45991 0.53008
H 2.29604 -3.19845 1.96302
H 1.01726 -4.72915 2.93037
H -0.45397 -4.84884 3.85427
H 1.86075 -2.93556 4.50399
H 1.49853 -4.43971 5.36586
H 0.37359 -3.07306 5.43809
H -3.74399 -1.26280 1.93695
H -2.33505 3.08940 -2.42711
H 3.74854 1.20885 -2.33789
H -1.24706 4.04784 -4.11510
H 0.35896 4.59722 -4.52652
H -1.11720 5.30868 -1.93527
H -0.90719 6.38477 -3.32649
H 0.49280 5.87313 -2.37027
H 2.42508 3.94037 -4.51052
H 3.42394 2.57769 -4.06849
H 3.00590 5.08622 -2.35518
H 4.46382 4.69754 -3.28225
H 3.99854 3.70916 -1.88837
H -5.71144 -0.60659 0.94839
H -6.36845 0.83416 0.20578
H -4.83043 0.79189 2.86077
H -6.58602 0.95095 2.69306
H -5.51142 2.22949 2.10336
H -5.88492 2.35114 -1.31258
H -4.64016 2.75964 -2.47196
H -4.93564 3.98314 0.32579
H -5.32954 4.78988 -1.19998
H -3.65008 4.39059 -0.80680
H -3.42161 -2.42710 3.78293
H -2.37763 -3.68686 4.40019
H -3.87514 -3.81185 1.72434
H -4.32981 -4.68311 3.20331
H -2.81862 -5.06667 2.34141
Se -0.75241 -5.78365 -3.94068
Sb -1.81706 -5.04422 -1.93322
Se -2.95602 -2.37992 -2.22177
Se -0.67153 -1.90833 -2.18573
Se -0.51243 -5.45214 0.02654

Results
<S²>	0.77
frontier orbital gap (alpha / beta)	5.2798 / 5.0873	eV
2S+1	2
charge	-1

Entry 4:
Below is a structure of composition C36H45As3BMoO4PTe, with properties calculated with ωB97M-V/def2-TZVPD.

Geometry (Å):
Mo -0.14192 -1.48257 0.81566
O -0.14319 -0.92952 4.72917
C 0.59208 -1.08949 3.82729
O 0.06197 -1.48447 2.57514
C 2.06683 -0.97244 3.80641
C 2.65595 -0.86123 5.06363
C 4.02764 -0.73809 5.18760
C 4.81884 -0.70723 4.04927
C 4.23787 -0.81032 2.79474
C 2.85876 -0.95444 2.64857
P 2.34897 -1.10064 0.88835
C 2.96892 0.45697 0.18299
C 3.27693 0.61754 -1.16923
C 3.59633 1.87284 -1.67015
C 3.58966 2.98008 -0.83551
C 3.28549 2.82830 0.51035
C 2.98188 1.57497 1.02074
C 3.27188 -2.57439 0.35853
C 3.59716 -3.51457 1.33640
C 4.15582 -4.73185 0.97464
C 4.38722 -5.02688 -0.36239
C 4.06298 -4.09519 -1.33901
C 3.49963 -2.88001 -0.98176
H 2.01573 -0.87422 5.93599
H 4.47748 -0.66638 6.16997
H 5.89379 -0.60454 4.13391
H 4.87040 -0.77966 1.91441
H 3.29433 -0.22021 -1.84202
H 3.85831 1.98195 -2.71582
H 3.83317 3.95965 -1.22992
H 3.28614 3.68758 1.17027
H 2.76596 1.47440 2.07621
H 3.41950 -3.31038 2.38495
H 4.41564 -5.44814 1.74388
H 4.82230 -5.97863 -0.64208
H 4.24704 -4.31396 -2.38285
H 3.23715 -2.19303 -1.75963
C 0.83936 -2.11424 -2.97857
As -0.30302 -1.05449 -1.81490
C -0.06647 0.61387 -2.76871
C -2.01935 -1.71679 -2.50664
C -3.34466 -1.09811 -2.03700
C -4.44534 -1.70834 -2.91809
C -3.70125 -1.47205 -0.58879
As -2.59216 -0.76314 0.82821
C -3.24518 -1.69754 2.39508
C -3.18978 1.03426 1.18385
C -3.29323 0.43464 -2.20080
As -5.00075 1.41012 -1.95689
C -4.15375 3.17256 -2.03535
C -5.61885 1.37941 -3.80809
H 1.00907 -3.11112 -2.58577
H 1.78539 -1.60239 -3.12074
H 0.33476 -2.17774 -3.93791
H -0.31147 0.41473 -3.80895
H 0.98034 0.89491 -2.68156
H -0.67613 1.41208 -2.37544
H -2.00017 -2.79173 -2.32659
H -1.92543 -1.56268 -3.58054
H -4.45589 -2.79772 -2.83618
H -4.28988 -1.44627 -3.96765
H -5.42945 -1.34193 -2.61955
H -3.68884 -2.55090 -0.44075
H -4.70204 -1.10719 -0.35839
H -4.30774 -1.48354 2.48297
H -2.72106 -1.33377 3.27259
H -3.08558 -2.76340 2.29170
H -4.24940 1.07563 0.94709
H -2.65091 1.76863 0.59222
H -3.03103 1.23426 2.24017
H -2.89552 0.69774 -3.18470
H -2.60867 0.86606 -1.46848
H -3.56936 3.36464 -1.13359
H -4.93182 3.93163 -2.10272
H -3.50871 3.24905 -2.91268
H -6.18445 0.47563 -4.02431
H -4.77986 1.46476 -4.49996
H -6.27861 2.23544 -3.94813
O -0.12596 1.70630 -0.13325
B -0.04291 0.72992 0.84509
O -0.04169 1.30474 2.11545
C -0.09440 2.67759 1.90026
C -0.09370 3.68575 2.83112
C -0.15735 4.98460 2.32411
C -0.21684 5.22955 0.95248
C -0.21051 4.18673 0.02529
C -0.14596 2.91828 0.54737
H -0.04196 3.48526 3.89445
H -0.16584 5.81961 3.01296
H -0.27309 6.25037 0.59871
H -0.23822 4.36626 -1.04304
Te -0.33930 -3.87169 0.05487

Results
frontier orbital gap (alpha / beta)	5.6160 / 5.6134	eV
energy relative to the best compared isomer or geometry (same formula, charge and spin)	0.00	kJ/mol
charge	+2

Entry 5:
Below is a structure of composition C36H45BBr2IrN10O2S3, with properties calculated with ωB97M-V/def2-TZVPD.

Geometry (Å):
Ir -0.29995 -0.94814 -0.96659
C -1.69037 -4.35244 2.14192
C -1.29548 -3.63920 3.42624
C -2.24255 -4.09358 4.53389
C 0.13885 -3.97107 3.83301
N -1.41614 -2.13451 3.26670
C -2.21060 -1.35626 4.09450
C -1.99662 -0.07134 3.76344
N -1.07162 -0.04504 2.74200
B -0.40555 1.30077 2.36215
N 1.15170 1.06305 2.49797
C 1.60911 0.70773 3.74345
C 2.95365 0.63360 3.68575
N 3.33381 0.92465 2.39364
C 2.20524 1.17923 1.68803
S 2.04705 1.65990 0.01556
C 4.81678 0.93944 2.05147
C 5.41280 -0.37184 2.57180
C 5.08893 1.02989 0.55775
C 5.42960 2.14337 2.76065
N -0.86278 1.98899 1.03895
C -0.64668 3.34776 0.89113
C -1.47484 3.79589 -0.06285
N -2.22260 2.71803 -0.51430
C -1.80473 1.62406 0.15038
S -2.26577 -0.04382 -0.05282
C -3.35785 2.95826 -1.49204
C -2.75926 3.42039 -2.81765
C -4.22280 1.72854 -1.73342
C -4.25070 4.04413 -0.88427
C -0.75449 -1.31163 2.41312
S 0.37699 -1.78710 1.16429
H -1.59716 -5.42800 2.29777
H -1.03752 -4.07536 1.31810
H -2.73217 -4.12982 1.89446
H -2.16275 -5.17687 4.61493
H -3.28370 -3.85523 4.30857
H -1.97543 -3.67194 5.50450
H 0.21189 -5.03853 4.04564
H 0.41535 -3.42336 4.73637
H 0.84882 -3.73353 3.04181
H -2.83093 -1.76731 4.86746
H -2.40249 0.83150 4.18701
H -0.70220 2.06840 3.23941
H 0.94407 0.55899 4.57800
H 3.66209 0.41091 4.46334
H 4.84618 -1.23091 2.20648
H 5.44936 -0.41347 3.66005
H 6.43767 -0.45786 2.21229
H 4.58920 0.23195 0.00948
H 6.16488 0.91514 0.42248
H 4.79628 1.98963 0.13591
H 5.26939 2.10386 3.83908
H 5.01266 3.07710 2.37873
H 6.50569 2.15106 2.58278
H 0.06379 3.88430 1.49715
H -1.57935 4.78420 -0.47175
H -2.06072 2.67591 -3.20038
H -2.22658 4.36829 -2.72219
H -3.56614 3.55465 -3.53929
H -3.68798 0.94164 -2.26230
H -5.06002 2.05222 -2.35300
H -4.63102 1.31829 -0.80893
H -3.71414 4.96882 -0.67897
H -4.70506 3.69410 0.04484
H -5.04959 4.27513 -1.58889
Br -0.95184 0.72926 -7.56043
C -0.64529 0.29724 -5.76513
C 0.44816 0.75669 -5.11319
C 0.69096 0.39333 -3.68734
N -0.38809 -0.29750 -3.00788
C -1.37291 -0.77133 -3.71335
C -1.54553 -0.54591 -5.10155
C -2.30630 -1.63067 -2.96500
C -3.58216 -1.91564 -3.40401
C -4.39957 -2.70979 -2.61514
Br -6.14532 -3.07455 -3.15398
C -3.90673 -3.21880 -1.42905
C -2.61897 -2.88331 -1.06126
N -1.82755 -2.09861 -1.80220
H 1.19585 1.35829 -5.61514
H 1.56008 -0.27493 -3.67015
H -2.34677 -1.02221 -5.64678
H -3.95179 -1.51349 -4.33552
H -4.50957 -3.85482 -0.79707
H -2.19185 -3.25368 -0.14665
C 4.28854 -1.20298 -2.39642
N 3.33199 -0.12688 -2.09206
C 3.51540 1.12314 -2.68158
C 2.56087 1.99904 -3.02401
C 1.11227 1.69853 -2.96158
O 0.27289 2.42240 -2.49172
N 1.41031 0.26213 -0.69650
C 2.13466 -0.51064 -1.49775
O 1.63780 -1.64357 -1.74579
H 5.25033 -0.75133 -2.62806
H 3.96131 -1.80153 -3.24610
H 4.39168 -1.85901 -1.53522
H 4.55877 1.38037 -2.82928
H 2.84285 3.00515 -3.30788

Results
<S²>	0.79
frontier orbital gap (alpha / beta)	7.3128 / 6.2909	eV
energy relative to the best compared isomer or geometry (same formula, charge and spin)	340.98	kJ/mol
2S+1	2
charge	+2

Max |F| in Eh/bohr, matching the order above: 0.0147 0.0212 0.0188 0.0378 0.0252